1.
A structure of composition C41H35BrN4O3PSTa, computed with ωB97M-V/def2-TZVPD.

Each line ends with the Löwdin charge.
Positions of all 87 atoms, in Å:
Ta (-0.84, -0.11, 0.23)  1.85
Br (-5.50, 2.19, -5.24)  0.80
C (-4.10, 1.65, -4.07)  -0.66
C (-3.07, 0.82, -4.55)  -0.07
C (-2.04, 0.45, -3.72)  0.01
C (-2.00, 0.85, -2.37)  -0.31
O (-0.99, 0.53, -1.60)  -0.26
C (-3.05, 1.68, -1.89)  -0.14
C (-2.94, 2.30, -0.61)  -0.02
N (-2.17, 1.89, 0.34)  0.00
C (-1.82, 2.80, 1.35)  -0.23
C (-2.69, 3.60, 2.06)  0.01
C (-2.19, 4.55, 2.96)  -0.04
C (-0.85, 4.74, 3.11)  0.00
C (0.07, 3.97, 2.37)  -0.13
C (1.47, 4.18, 2.40)  0.04
C (2.27, 3.42, 1.59)  0.00
C (1.69, 2.43, 0.78)  -0.09
N (0.40, 2.19, 0.74)  0.05
C (-0.42, 2.97, 1.50)  -0.18
C (-4.07, 2.09, -2.77)  -0.06
H (-3.09, 0.48, -5.57)  0.12
H (-1.25, -0.19, -4.08)  0.12
H (-3.46, 3.26, -0.50)  0.16
H (-3.76, 3.49, 1.92)  0.12
H (-2.89, 5.17, 3.50)  0.12
H (-0.46, 5.48, 3.79)  0.13
H (1.88, 4.95, 3.04)  0.13
H (3.34, 3.56, 1.57)  0.12
H (2.31, 1.82, 0.14)  0.09
H (-4.86, 2.74, -2.42)  0.12
N (-4.07, -1.60, -0.87)  0.07
N (-3.07, -2.02, -1.77)  0.03
C (-1.76, -2.04, -1.40)  -0.70
O (-0.86, -2.21, -2.19)  0.07
O (-1.54, -1.80, -0.13)  -0.23
H (-4.64, -2.39, -0.58)  0.10
H (-4.68, -0.93, -1.33)  0.10
H (-3.30, -2.36, -2.70)  0.17
C (2.61, -5.18, -2.29)  -0.05
C (3.09, -4.06, -2.94)  -0.05
C (2.71, -2.80, -2.52)  -0.06
C (1.86, -2.67, -1.43)  -0.36
C (1.36, -3.79, -0.79)  -0.09
C (1.74, -5.05, -1.22)  -0.05
P (1.51, -1.04, -0.70)  1.10
C (2.38, 0.13, -1.78)  -0.37
C (1.76, 0.47, -2.98)  -0.09
C (2.41, 1.29, -3.89)  -0.05
C (3.68, 1.76, -3.61)  -0.05
C (4.30, 1.43, -2.41)  -0.05
C (3.65, 0.63, -1.49)  -0.09
C (2.40, -1.15, 0.87)  -0.31
C (3.66, -1.71, 0.89)  -0.07
C (4.39, -1.81, 2.09)  -0.04
C (3.84, -1.34, 3.25)  0.00
C (2.54, -0.78, 3.27)  -0.15
C (1.98, -0.31, 4.47)  0.00
C (0.74, 0.26, 4.47)  -0.05
C (0.00, 0.33, 3.28)  -0.19
C (0.45, -0.18, 2.07)  -0.28
C (1.78, -0.69, 2.07)  -0.20
H (2.91, -6.17, -2.62)  0.12
H (3.76, -4.17, -3.78)  0.12
H (3.09, -1.93, -3.03)  0.11
H (0.68, -3.66, 0.05)  0.11
H (1.36, -5.93, -0.71)  0.11
H (0.78, 0.07, -3.20)  0.08
H (1.92, 1.57, -4.81)  0.12
H (4.19, 2.38, -4.33)  0.12
H (5.29, 1.80, -2.20)  0.12
H (4.13, 0.38, -0.55)  0.10
H (4.09, -2.11, -0.02)  0.12
H (5.37, -2.25, 2.08)  0.12
H (4.38, -1.41, 4.18)  0.13
H (2.56, -0.39, 5.38)  0.13
H (0.30, 0.65, 5.38)  0.12
H (-0.97, 0.81, 3.33)  0.05
C (-4.47, -1.30, 2.39)  -0.34
S (-2.69, -0.95, 2.57)  0.80
C (-2.09, -2.66, 2.75)  -0.33
H (-4.63, -1.97, 1.56)  0.01
H (-4.98, -0.36, 2.22)  0.04
H (-4.83, -1.75, 3.31)  0.06
H (-2.60, -3.13, 3.60)  0.06
H (-1.02, -2.61, 2.94)  0.04
H (-2.29, -3.21, 1.84)  0.04

HOMO-LUMO gap ... 6.6 eV
2S+1 ... 1
E_LUMO ... -6.484 eV
HOMO level ... -13.07 eV
Net charge ... +2
E_tot ... -5398.294941 Ha

---

2.
The ion C6H12N5 with charge +1, computed with ωB97M-V/def2-TZVPD.

Each line ends with the natural charge from an NBO analysis.
Positions of all 23 atoms, in Å:
C (2.14, 1.38, 0.37)  0.16
C (2.61, -0.23, -0.86)  0.21
C (1.20, -1.97, 0.16)  -0.23
C (-0.27, -1.91, 0.57)  -0.27
C (-1.20, 0.12, -0.64)  -0.13
C (-1.40, 2.37, 0.06)  -0.45
N (2.86, 1.06, -0.70)  -0.44
N (1.50, 0.36, 0.94)  -0.35
N (1.79, -0.64, 0.09)  -0.18
N (-0.92, -1.16, -0.50)  -0.33
N (-0.97, 1.00, 0.30)  -0.23
H (2.11, 2.35, 0.78)  0.21
H (1.72, -2.56, 0.90)  0.24
H (1.08, -2.50, -0.75)  0.23
H (-0.79, -2.95, 0.71)  0.27
H (-0.25, -1.34, 1.61)  0.25
H (-1.74, 0.60, -1.44)  0.22
H (-0.60, 3.00, 0.21)  0.24
H (-1.63, 2.58, -0.91)  0.23
H (-2.31, 2.68, 0.74)  0.27
H (-1.10, -1.72, -1.31)  0.42
H (-0.31, 0.87, 1.03)  0.44
H (2.88, -0.97, -1.55)  0.22

HOMO-LUMO gap (spin up / spin down) ... 7.2 / 6.3 eV
2S+1 ... 3
E_LUMO (spin up / spin down) ... -2.730 / -7.678 eV
HOMO level (spin up / spin down) ... -9.94 / -13.97 eV
Net charge ... +1
E_tot ... -509.161125 Ha
⟨S²⟩ ... 2.01

---

3.
A structure of composition C55H68BN6P3S5Ti, computed with ωB97M-V/def2-TZVPD.

Each line ends with the Löwdin charge.
Positions of all 139 atoms, in Å:
Ti (0.59, 0.07, -0.22)  0.16
C (-4.71, 0.32, 0.11)  -0.04
C (-3.73, 1.22, 0.81)  -0.23
C (-4.05, 2.43, 1.31)  0.07
C (-3.09, 3.24, 1.95)  -0.18
N (-1.85, 2.82, 2.08)  0.20
N (-1.52, 1.63, 1.55)  -0.04
B (0.04, 1.13, 1.71)  -0.58
N (0.83, 2.52, 1.85)  -0.01
N (1.29, 2.97, 3.03)  0.21
C (1.73, 4.21, 3.06)  -0.18
C (1.69, 5.03, 1.92)  0.07
C (1.25, 4.56, 0.72)  -0.23
C (1.21, 5.41, -0.52)  -0.03
C (0.83, 3.22, 0.72)  -0.58
S (0.24, 2.44, -0.72)  0.74
C (2.33, 4.79, 4.34)  -0.52
C (1.67, 6.15, 4.64)  -0.03
C (2.12, 3.89, 5.56)  -0.04
C (3.83, 5.01, 4.07)  -0.02
N (-0.10, 0.31, 3.07)  0.05
N (-0.59, 1.06, 4.09)  0.19
C (-1.24, 0.49, 5.06)  -0.18
C (-1.54, -0.89, 5.00)  0.08
C (-1.02, -1.67, 4.02)  -0.23
C (-1.31, -3.16, 3.95)  -0.05
C (-0.19, -1.03, 3.07)  -0.46
S (0.72, -2.19, 2.15)  1.00
C (-1.67, 1.34, 6.24)  -0.53
C (-0.62, 1.10, 7.35)  -0.02
C (-1.69, 2.82, 5.87)  -0.04
C (-3.06, 0.91, 6.74)  -0.04
C (-2.37, 0.82, 0.93)  -0.57
S (-1.78, -0.65, 0.23)  0.73
C (-3.46, 4.63, 2.46)  -0.54
C (-4.54, 4.48, 3.55)  -0.03
C (-2.24, 5.36, 3.04)  -0.05
C (-4.03, 5.45, 1.29)  -0.03
H (-5.69, 0.80, 0.04)  0.09
H (-4.83, -0.63, 0.65)  0.09
H (-4.36, 0.06, -0.89)  0.07
H (-5.07, 2.79, 1.20)  0.13
H (2.05, 6.05, 1.99)  0.13
H (1.68, 6.37, -0.34)  0.09
H (0.17, 5.58, -0.83)  0.09
H (1.71, 4.91, -1.35)  0.08
H (0.57, 6.07, 4.63)  0.09
H (1.96, 6.93, 3.93)  0.08
H (1.97, 6.49, 5.63)  0.10
H (1.09, 3.97, 5.91)  0.07
H (2.77, 4.23, 6.37)  0.10
H (2.32, 2.84, 5.35)  0.06
H (3.99, 5.78, 3.32)  0.09
H (4.32, 4.10, 3.72)  0.06
H (4.33, 5.34, 4.99)  0.10
H (-2.23, -1.32, 5.72)  0.14
H (-2.18, -3.39, 4.56)  0.09
H (-0.47, -3.74, 4.33)  0.10
H (-1.50, -3.48, 2.93)  0.08
H (0.35, 1.50, 7.06)  0.08
H (-0.51, 0.03, 7.57)  0.09
H (-0.94, 1.60, 8.27)  0.10
H (-0.84, 3.08, 5.24)  0.05
H (-1.66, 3.43, 6.78)  0.10
H (-2.60, 3.08, 5.33)  0.06
H (-3.03, -0.02, 7.31)  0.09
H (-3.77, 0.79, 5.91)  0.10
H (-3.46, 1.68, 7.40)  0.10
H (-4.18, 3.87, 4.38)  0.07
H (-5.45, 4.02, 3.15)  0.09
H (-4.81, 5.47, 3.94)  0.10
H (-1.69, 4.75, 3.77)  0.06
H (-2.57, 6.27, 3.54)  0.10
H (-1.54, 5.64, 2.25)  0.08
H (-4.95, 5.01, 0.89)  0.08
H (-3.30, 5.53, 0.48)  0.09
H (-4.27, 6.46, 1.63)  0.10
S (3.01, 0.96, -0.08)  0.48
P (3.28, -0.45, 1.33)  0.62
C (1.78, -1.39, 0.96)  -0.95
P (2.01, -2.71, -0.32)  0.52
S (0.50, -2.39, -1.55)  0.44
C (2.00, -4.31, 0.49)  -0.40
C (1.20, -5.32, -0.03)  -0.07
C (1.21, -6.59, 0.55)  -0.05
C (2.01, -6.83, 1.66)  -0.05
C (2.81, -5.82, 2.19)  -0.05
C (2.80, -4.56, 1.61)  -0.12
C (3.58, -2.64, -1.22)  -0.34
C (4.62, -3.54, -0.96)  -0.06
C (5.76, -3.52, -1.75)  -0.06
C (5.88, -2.61, -2.79)  -0.05
C (4.85, -1.71, -3.05)  -0.05
C (3.70, -1.73, -2.27)  -0.12
C (3.39, 0.11, 3.05)  -0.33
C (4.22, 1.22, 3.26)  -0.09
C (4.69, 1.52, 4.53)  -0.07
C (4.30, 0.75, 5.62)  -0.06
C (3.45, -0.34, 5.42)  -0.05
C (3.02, -0.67, 4.14)  -0.10
C (4.94, -1.17, 1.21)  -0.34
C (5.40, -2.04, 2.21)  -0.09
C (6.70, -2.51, 2.18)  -0.05
C (7.56, -2.10, 1.17)  -0.05
C (7.11, -1.24, 0.18)  -0.06
C (5.80, -0.78, 0.19)  -0.11
H (0.57, -5.13, -0.89)  0.09
H (0.60, -7.38, 0.14)  0.12
H (2.02, -7.82, 2.12)  0.12
H (3.43, -6.01, 3.05)  0.11
H (3.43, -3.78, 2.01)  0.08
H (4.54, -4.27, -0.17)  0.10
H (6.56, -4.22, -1.55)  0.12
H (6.77, -2.60, -3.41)  0.12
H (4.93, -1.01, -3.87)  0.12
H (2.90, -1.05, -2.49)  0.05
H (4.54, 1.81, 2.41)  0.11
H (5.35, 2.36, 4.68)  0.11
H (4.66, 0.99, 6.61)  0.12
H (3.16, -0.96, 6.27)  0.11
H (2.43, -1.57, 4.01)  0.07
H (4.75, -2.32, 3.04)  0.10
H (7.05, -3.18, 2.96)  0.12
H (8.59, -2.46, 1.16)  0.12
H (7.79, -0.92, -0.61)  0.12
H (5.45, -0.13, -0.60)  0.08
C (-1.44, 1.81, -3.19)  -0.29
P (-0.45, 0.34, -2.74)  0.67
C (-1.50, -0.94, -3.53)  -0.28
C (0.97, 0.45, -3.88)  -0.25
H (-1.76, 1.70, -4.22)  0.06
H (-0.87, 2.72, -3.09)  0.01
H (-2.33, 1.88, -2.55)  0.05
H (-1.60, -0.67, -4.58)  0.06
H (-2.48, -0.93, -3.07)  0.05
H (-1.09, -1.94, -3.46)  -0.01
H (0.68, 0.93, -4.82)  0.06
H (1.34, -0.55, -4.10)  0.04
H (1.77, 1.04, -3.44)  0.04

HOMO-LUMO gap ... 7.3 eV
2S+1 ... 1
E_LUMO ... -5.172 eV
HOMO level ... -12.47 eV
Net charge ... +2
E_tot ... -6354.240491 Ha

---

4.
A structure of composition C44H45Cl5N6O5STi, computed with ωB97M-V/def2-TZVPD.

Each line ends with the Löwdin charge.
Positions of all 107 atoms, in Å:
Ti (0.35, 0.13, -0.77)  0.84
O (4.96, 3.92, 0.44)  0.00
C (3.88, 3.08, 0.22)  -0.32
C (3.04, 3.32, -0.92)  0.03
C (1.98, 2.48, -1.11)  -0.22
N (1.75, 1.45, -0.29)  -0.01
C (2.53, 1.21, 0.83)  -0.19
C (3.62, 2.07, 1.09)  0.03
C (2.04, 0.06, 1.58)  -0.59
O (2.54, -0.35, 2.64)  -0.03
O (0.99, -0.48, 0.98)  -0.21
C (0.92, 2.56, -2.21)  -0.64
O (0.93, 3.42, -3.08)  0.02
O (0.06, 1.61, -2.07)  -0.22
H (4.96, 4.58, -0.26)  0.08
H (3.21, 4.14, -1.61)  0.11
H (4.24, 1.90, 1.96)  0.12
C (0.35, -6.99, 1.04)  -0.05
C (0.90, -6.78, -0.34)  -0.22
C (1.10, -7.84, -1.21)  -0.07
C (1.58, -7.65, -2.50)  -0.12
C (1.85, -6.35, -2.93)  -0.10
C (1.65, -5.27, -2.08)  -0.01
C (1.18, -5.48, -0.78)  -0.20
N (1.01, -4.42, 0.12)  0.14
C (1.01, -3.09, -0.39)  -0.38
N (2.27, -2.63, -0.53)  0.14
C (2.75, -1.68, -1.49)  -0.21
C (1.88, -0.73, -2.04)  -0.12
C (2.42, -0.07, -3.16)  -0.12
C (3.72, -0.25, -3.61)  -0.11
C (4.57, -1.10, -2.92)  -0.09
C (4.10, -1.84, -1.85)  -0.23
C (5.02, -2.77, -1.09)  -0.06
N (-0.07, -2.46, -0.69)  0.15
C (-1.28, -3.18, -0.53)  -0.24
C (-1.91, -3.71, -1.65)  -0.05
C (-3.15, -4.32, -1.55)  -0.11
C (-3.78, -4.40, -0.31)  -0.11
C (-3.14, -3.89, 0.81)  -0.06
C (-1.89, -3.29, 0.73)  -0.22
C (-1.21, -2.79, 1.98)  -0.04
H (0.24, -8.06, 1.25)  0.07
H (-0.64, -6.53, 1.15)  0.08
H (1.00, -6.56, 1.80)  0.08
H (0.88, -8.85, -0.86)  0.10
H (1.73, -8.49, -3.16)  0.09
H (2.20, -6.17, -3.93)  0.10
H (1.83, -4.27, -2.44)  0.12
H (0.25, -4.57, 0.77)  0.09
H (2.95, -3.26, -0.14)  0.12
H (1.79, 0.65, -3.69)  0.09
H (4.08, 0.30, -4.48)  0.09
H (5.62, -1.19, -3.21)  0.09
H (6.04, -2.68, -1.47)  0.07
H (4.72, -3.82, -1.19)  0.07
H (5.04, -2.52, -0.02)  0.08
H (-1.42, -3.61, -2.61)  0.10
H (-3.63, -4.71, -2.44)  0.09
H (-4.77, -4.85, -0.22)  0.09
H (-3.63, -3.95, 1.78)  0.11
H (-1.94, -2.33, 2.65)  0.06
H (-0.44, -2.04, 1.77)  0.06
H (-0.74, -3.62, 2.53)  0.08
Cl (-1.97, 0.53, 2.15)  0.72
C (-2.64, 0.04, 0.60)  -0.65
C (-1.80, -0.04, -0.51)  -0.23
C (-2.45, -0.49, -1.67)  -0.66
Cl (-1.47, -0.70, -3.11)  0.74
C (-3.80, -0.82, -1.74)  -0.70
Cl (-4.50, -1.39, -3.22)  0.64
C (-4.58, -0.72, -0.60)  -0.72
Cl (-6.26, -1.17, -0.64)  0.62
C (-4.00, -0.28, 0.58)  -0.71
Cl (-4.97, -0.17, 2.02)  0.62
C (2.30, 6.59, 2.50)  -0.12
C (1.29, 5.49, 2.23)  -0.27
C (1.26, 4.45, 3.35)  -0.20
C (0.37, 3.25, 3.05)  -0.21
N (-1.04, 3.61, 2.93)  -0.02
C (-1.73, 3.61, 1.76)  -0.86
S (-1.04, 3.46, 0.26)  0.82
N (-3.08, 3.77, 1.94)  -0.01
C (-4.06, 3.45, 0.91)  -0.24
C (-4.88, 4.65, 0.44)  -0.20
C (-4.15, 5.59, -0.52)  -0.26
C (-3.20, 6.57, 0.16)  -0.12
H (2.32, 7.32, 1.69)  0.06
H (3.31, 6.17, 2.60)  0.07
H (2.07, 7.13, 3.43)  0.06
H (1.53, 4.99, 1.29)  0.09
H (0.29, 5.92, 2.10)  0.10
H (0.93, 4.93, 4.28)  0.11
H (2.27, 4.07, 3.51)  0.11
H (0.47, 2.51, 3.85)  0.12
H (0.67, 2.77, 2.12)  0.08
H (-1.59, 3.54, 3.77)  0.12
H (-3.41, 3.62, 2.89)  0.12
H (-4.72, 2.67, 1.29)  0.09
H (-3.50, 3.03, 0.07)  0.07
H (-5.23, 5.21, 1.31)  0.10
H (-5.77, 4.25, -0.06)  0.10
H (-4.89, 6.15, -1.10)  0.09
H (-3.58, 4.99, -1.24)  0.10
H (-3.75, 7.25, 0.82)  0.06
H (-2.66, 7.17, -0.58)  0.07
H (-2.45, 6.04, 0.75)  0.03

HOMO-LUMO gap (spin up / spin down) ... 3.4 / 6.8 eV
2S+1 ... 3
E_LUMO (spin up / spin down) ... 3.923 / 3.920 eV
HOMO level (spin up / spin down) ... 0.48 / -2.88 eV
Net charge ... -2
E_tot ... -5957.268892 Ha
⟨S²⟩ ... 2.01

---

5.
The ion C29H33O3Si with charge +1, computed with ωB97M-V/def2-TZVPD.

Each line ends with the natural charge from an NBO analysis.
Positions of all 66 atoms, in Å:
C (5.44, 1.67, 1.94)  -0.26
O (5.24, 0.23, 2.08)  -0.49
C (3.96, -0.20, 2.27)  0.34
C (3.73, -1.51, 2.76)  -0.28
C (2.50, -1.86, 3.23)  -0.20
C (1.40, -0.96, 3.26)  -0.05
C (0.21, -1.38, 4.04)  -0.18
C (-1.07, -0.67, 3.60)  -0.11
C (-2.18, -1.39, 3.05)  -0.20
C (-3.32, -0.72, 2.60)  -0.02
C (-3.36, 0.68, 2.78)  0.32
O (-4.53, 1.25, 2.40)  -0.47
C (-5.41, 0.20, 1.91)  -0.06
C (-4.66, -1.12, 2.05)  -0.47
C (-2.32, 1.41, 3.39)  -0.27
C (-1.16, 0.74, 3.72)  -0.19
C (1.58, 0.24, 2.50)  -0.12
C (2.85, 0.67, 2.11)  -0.34
H (6.51, 1.81, 2.00)  0.21
H (5.05, 2.02, 0.98)  0.19
H (4.93, 2.20, 2.76)  0.18
H (4.57, -2.22, 2.78)  0.23
H (2.32, -2.89, 3.52)  0.20
H (0.08, -2.48, 4.02)  0.23
H (-2.05, -2.45, 2.87)  0.22
H (-6.34, 0.24, 2.49)  0.20
H (-5.67, 0.41, 0.86)  0.20
H (-4.60, -1.64, 1.09)  0.23
H (-5.20, -1.77, 2.75)  0.23
H (-2.45, 2.49, 3.53)  0.24
H (-0.27, 1.34, 3.98)  0.22
H (0.73, 0.84, 2.14)  0.22
H (2.99, 1.68, 1.70)  0.23
C (4.97, -4.46, 6.14)  -1.14
Si (3.09, -4.60, 6.25)  1.87
C (2.31, -5.36, 4.75)  -1.15
C (2.61, -5.69, 7.69)  -1.15
O (2.46, -3.02, 6.23)  -0.77
C (1.35, -2.46, 6.72)  0.68
C (0.48, -1.64, 5.78)  -0.36
C (-0.89, -1.42, 6.45)  -0.42
C (-1.32, -2.34, 7.63)  -0.45
C (-0.23, -2.56, 8.60)  0.10
C (1.13, -2.57, 8.16)  -0.23
C (2.10, -2.80, 9.17)  -0.11
C (1.70, -3.12, 10.47)  -0.23
C (0.35, -3.25, 10.82)  -0.11
C (-0.62, -2.92, 9.87)  -0.22
H (5.36, -5.42, 5.76)  0.26
H (5.27, -3.65, 5.45)  0.26
H (5.43, -4.27, 7.13)  0.25
H (2.45, -6.45, 4.78)  0.26
H (1.24, -5.14, 4.74)  0.24
H (2.77, -4.97, 3.83)  0.25
H (2.76, -6.73, 7.36)  0.26
H (3.22, -5.52, 8.60)  0.25
H (1.55, -5.57, 7.96)  0.24
H (0.98, -0.57, 5.75)  0.33
H (-0.74, -0.38, 6.80)  0.22
H (-1.80, -1.40, 5.78)  0.26
H (-2.19, -1.87, 8.12)  0.24
H (-1.64, -3.32, 7.23)  0.23
H (3.16, -2.72, 8.94)  0.23
H (2.46, -3.31, 11.24)  0.24
H (0.04, -3.59, 11.81)  0.24
H (-1.69, -2.97, 10.10)  0.23

HOMO-LUMO gap ... 5.7 eV
2S+1 ... 1
E_LUMO ... -4.636 eV
HOMO level ... -10.36 eV
Net charge ... +1
E_tot ... -1639.795902 Ha